(1)
ORCA calculation (ωB97M-V/def2-TZVPD) on a structure of composition C33H65Li3O15P at a distorted geometry.

Calculated values
Max |F| ... 4.49 eV/A
ΔE to the lowest compared entry with this formula, charge and spin ... 0.0 kcal per mole
Charge ... -1

The geometry in XYZ format:
```
117
Properties=species:S:1:pos:R:3:lowdin_charge:R:1
P 6.169 -5.374 -28.481 -0.188
O 4.983 -4.378 -28.529 -0.500
O 2.646 0.554 -24.340 -0.155
O 6.754 -6.034 -29.714 -0.425
O 6.140 -1.235 -28.863 -0.171
O 6.851 -7.383 -24.546 -0.158
O 5.093 -3.039 -23.747 0.049
O 7.340 -4.632 -27.821 -0.520
O 5.914 -2.669 -25.791 -0.054
O 8.209 -3.238 -20.841 -0.160
O 8.838 -5.090 -25.282 -0.184
O 2.609 -4.463 -26.542 -0.195
O 6.195 -0.617 -22.982 -0.179
O 3.547 -6.163 -19.753 -0.138
O 5.401 -4.730 -25.261 -0.086
O 5.882 -6.469 -27.410 -0.553
C 2.871 -5.970 -22.025 -0.164
C 3.505 -4.697 -21.563 -0.173
C 3.805 -0.862 -29.189 -0.147
C 5.451 -3.518 -24.982 -0.771
C 5.842 0.402 -23.929 -0.177
C 3.277 -4.791 -20.055 -0.199
C 6.833 -3.626 -20.880 -0.185
C 10.955 -4.773 -24.376 -0.155
C 2.385 -0.811 -23.966 -0.176
C 0.447 -3.589 -26.651 -0.141
C 7.175 1.067 -24.306 -0.162
C 4.255 -0.460 -27.798 -0.171
C 6.370 -7.242 -23.237 -0.221
C 1.648 1.393 -23.810 -0.207
C 5.734 -0.172 -28.001 -0.189
C 7.593 -0.566 -22.675 -0.177
C 6.475 -4.008 -19.439 -0.147
C 0.630 -4.240 -25.274 -0.135
C 7.183 -9.443 -23.409 -0.153
C 0.873 -0.906 -23.906 -0.163
C 1.881 -3.429 -27.176 -0.172
C 7.541 -8.626 -24.669 -0.154
C 5.091 -1.453 -29.798 -0.187
C 0.433 0.491 -23.509 -0.160
C 7.826 -4.168 -18.748 -0.159
C 10.147 -5.645 -25.352 -0.176
C 7.991 0.855 -23.040 -0.159
C 6.022 -8.655 -22.810 -0.179
C 8.664 -4.356 -24.070 -0.177
C 9.927 -4.646 -23.264 -0.165
C 2.126 -4.585 -25.213 -0.184
C 8.831 -4.071 -19.888 -0.222
C 3.177 -6.956 -20.875 -0.174
Li 6.235 -3.011 -27.804 0.613
Li 4.255 -5.452 -26.945 0.643
Li 7.025 -5.672 -26.098 0.610
H 4.101 -1.252 -27.064 0.085
H 2.313 -5.595 -24.853 0.110
H 2.913 -1.442 -24.679 0.105
H 7.783 -4.702 -23.528 0.099
H 10.531 -5.604 -26.370 0.131
H 5.303 -0.045 -24.761 0.103
H 3.717 0.401 -27.385 0.114
H 5.500 -2.147 -23.830 0.070
H 5.068 -8.982 -23.240 0.118
H -0.454 0.871 -24.018 0.104
H 3.454 -0.042 -29.822 0.105
H -0.096 -2.643 -26.603 0.097
H 5.998 -3.149 -18.960 0.109
H 10.139 -6.697 -25.047 0.107
H 0.172 0.510 -22.447 0.105
H 5.014 -2.510 -30.056 0.108
H 8.023 -3.391 -18.007 0.105
H 7.599 0.581 -25.188 0.108
H 7.003 2.102 -24.611 0.112
H 11.183 -3.816 -24.847 0.117
H 7.220 -9.121 -25.582 0.130
H 9.036 -5.038 -20.375 0.114
H 7.811 -0.868 -21.654 0.112
H -0.151 -4.201 -27.328 0.107
H 0.515 -1.177 -24.903 0.099
H 5.823 -4.878 -19.380 0.096
H 2.222 -4.590 -19.822 0.117
H 5.237 1.143 -23.400 0.117
H 4.577 -4.640 -21.779 0.086
H 8.557 -3.304 -24.344 0.123
H 5.937 0.801 -28.464 0.125
H 1.345 2.171 -24.511 0.113
H 5.532 -6.540 -23.216 0.107
H 2.966 -1.559 -29.211 0.095
H 0.535 -1.655 -23.190 0.107
H 1.783 -5.821 -22.034 0.115
H 3.142 -3.759 -21.990 0.110
H 6.176 -2.877 -21.317 0.112
H 7.709 1.563 -22.259 0.114
H 8.071 -1.277 -23.359 0.119
H 2.301 -2.457 -26.901 0.107
H 7.004 -10.503 -23.574 0.105
H 8.008 -5.094 -18.193 0.109
H 7.966 -9.379 -22.644 0.106
H 8.617 -8.450 -24.707 0.106
H 4.031 -7.565 -21.189 0.093
H 2.331 -7.604 -20.640 0.115
H 3.846 -4.090 -19.447 0.098
H 10.139 -3.835 -22.568 0.105
H 0.336 -3.584 -24.454 0.084
H 9.810 -3.677 -19.610 0.122
H 2.732 -3.953 -24.553 0.105
H 2.008 1.868 -22.889 0.113
H 3.158 -6.235 -23.040 0.094
H 9.816 -5.609 -22.762 0.113
H 2.877 -0.977 -22.997 0.126
H 9.058 0.956 -23.248 0.113
H 5.857 -8.765 -21.734 0.102
H 1.953 -3.572 -28.251 0.128
H 11.893 -5.260 -24.104 0.108
H 6.283 -0.192 -27.060 0.100
H 5.347 -0.934 -30.734 0.118
H 0.054 -5.159 -25.167 0.107
H 6.776 -4.501 -21.541 0.100
H 7.129 -6.793 -22.570 0.118
```

(2)
ORCA calculation (ωB97M-V/def2-TZVPD) on an isolated molecule of C4H10N2O at a distorted geometry.

Calculated values
Max |F| ... 1.38 eV/A
ΔE to the lowest compared entry with this formula, charge and spin ... 30.4 kcal per mole
Charge ... 0

The geometry in XYZ format:
```
17
Properties=species:S:1:pos:R:3:lowdin_charge:R:1
O 1.309 -2.995 1.663 0.015
N -0.514 0.797 -0.901 -0.141
N 1.080 -1.292 0.187 0.018
C -1.150 1.995 -1.408 -0.136
C -0.233 0.757 0.517 -0.250
C 1.549 -2.499 0.582 -0.379
C 0.063 -0.629 1.016 -0.189
H -1.080 1.145 1.101 0.115
H 0.486 -0.584 2.024 0.121
H 0.623 1.407 0.722 0.121
H 1.512 -0.739 -0.536 0.126
H -0.791 -1.303 1.095 0.126
H 2.173 -2.997 -0.175 0.126
H -1.006 -0.026 -1.219 0.105
H -1.799 1.757 -2.248 0.076
H -0.419 2.728 -1.755 0.073
H -1.803 2.477 -0.667 0.074
```

(3)
ORCA calculation (ωB97M-V/def2-TZVPD) on a cluster of 2 separate species, C3H4IN2P in total at a distorted geometry.

Calculated values
Max |F| ... 2.83 eV/A
ΔE to the lowest compared entry with this formula, charge and spin ... 71.9 kcal per mole
Charge ... 0

The geometry in XYZ format:
```
11
Properties=species:S:1:pos:R:3:lowdin_charge:R:1
I 3.620 -0.109 -0.257 0.282
P 1.815 1.455 -0.023 0.367
N 0.408 0.461 0.108 -0.538
N 0.535 -0.866 -0.117 -0.062
C -0.588 -1.428 0.201 -0.164
C -1.546 -0.477 0.526 -0.065
C -0.866 0.715 0.587 -0.131
H -0.986 1.764 0.855 0.106
H -2.555 -0.531 0.771 0.076
H 0.725 1.455 -2.767 0.049
H -0.562 -2.440 0.116 0.080
```

(4)
ORCA calculation (ωB97M-V/def2-TZVPD) on an isolated molecule of C5H11NOS at a distorted geometry.

Calculated values
Max |F| ... 4.45 eV/A
ΔE to the lowest compared entry with this formula, charge and spin ... 166.3 kcal per mole
Charge ... 0

The geometry in XYZ format:
```
19
Properties=species:S:1:pos:R:3:lowdin_charge:R:1
S -2.031 -0.279 -0.250 0.876
O -0.354 0.331 0.181 -0.390
N -2.422 -0.293 -1.689 -0.327
C 1.937 0.728 0.309 0.001
C 0.756 -0.231 -1.701 0.079
C 0.794 -0.263 -0.241 -0.744
C -2.764 1.028 0.858 -0.206
C 1.016 -1.649 0.458 -0.027
H 1.208 -1.119 -2.106 0.065
H 2.073 -1.894 0.263 0.089
H 0.975 -1.378 1.512 0.076
H 2.885 0.302 0.459 0.052
H 0.572 0.697 -2.225 0.076
H -1.868 1.232 1.453 0.036
H 2.094 1.305 -0.624 0.076
H -3.250 1.817 0.226 0.073
H 1.644 1.362 1.139 0.081
H 0.171 -2.336 0.353 0.073
H -3.436 0.639 1.623 0.043
```

(5)
ORCA calculation (ωB97M-V/def2-TZVPD) on a cluster of 2 separate species, C4H10N2 in total at a distorted geometry.

Calculated values
Max |F| ... 1.33 eV/A
ΔE to the lowest compared entry with this formula, charge and spin ... 41.2 kcal per mole
Charge ... 0

The geometry in XYZ format:
```
16
Properties=species:S:1:pos:R:3:lowdin_charge:R:1
N -1.485 0.098 -1.914 0.014
N -0.489 -1.207 1.726 0.030
C 0.708 -0.547 1.969 -0.305
C 0.869 0.286 -1.505 -0.053
C 0.929 0.716 1.641 -0.057
C -0.288 0.840 -1.827 -0.302
H -2.049 0.291 -2.724 0.067
H -0.563 -2.198 1.818 0.067
H -0.428 1.881 -2.087 0.099
H 1.792 0.816 -1.319 0.046
H -1.323 -0.894 -1.778 0.072
H 1.410 -1.251 2.394 0.101
H 1.007 -0.789 -1.422 0.055
H 1.850 1.231 1.847 0.038
H 0.175 1.338 1.174 0.046
H -1.346 -0.731 1.505 0.081
```

(6)
ORCA calculation (ωB97M-V/def2-TZVPD) on a structure of composition C4H4N2O2 at a distorted geometry.

Calculated values
Max |F| ... 7.03 eV/A
ΔE to the lowest compared entry with this formula, charge and spin ... 127.2 kcal per mole
Charge ... 0

The geometry in XYZ format:
```
12
Properties=species:S:1:pos:R:3:lowdin_charge:R:1
O 0.391 -1.303 0.050 0.001
O -2.864 -0.347 0.002 -0.002
N -1.868 -1.378 -0.084 0.180
N -0.910 0.736 -0.155 0.191
C 2.218 0.567 -0.130 0.035
C -2.137 0.783 0.002 -0.243
C 1.623 -0.694 0.182 -0.182
C -0.786 -0.642 -0.194 -0.381
H 1.411 1.242 0.158 0.013
H 2.182 -1.538 -0.247 0.105
H -2.609 1.721 0.558 0.188
H 3.349 0.854 -0.142 0.094
```